255
Properties=species:S:1:pos:R:3:forces:R:3 method="wB97M-V/def2-TZVPD" homo_ev=-8.19 de_lowest_kcal_mol=148.6
C 14.662 18.297 10.884 -0.7 -0.6 0.4
C 15.808 17.303 11.075 1.0 -1.4 0.6
C 15.490 15.978 11.886 -1.5 1.0 -0.8
O 14.937 16.291 13.141 0.8 0.8 1.2
C 15.879 16.834 14.098 -0.3 -0.9 0.1
N 16.445 16.902 9.836 0.1 -0.2 -0.6
H 13.883 17.850 10.266 0.0 -0.3 -0.2
H 14.904 19.226 10.368 0.5 0.0 0.2
H 14.143 18.531 11.813 0.2 0.1 0.2
H 16.655 17.675 11.651 -0.2 0.9 0.2
H 16.271 15.218 11.911 0.9 0.6 0.3
H 14.700 15.401 11.405 -0.4 0.3 -0.4
H 16.632 16.076 14.314 0.3 0.0 -0.1
H 15.391 17.016 15.056 -0.5 -0.1 -0.2
H 16.378 17.772 13.853 -0.1 0.0 -0.6
H 16.663 17.728 9.298 0.2 0.1 -0.1
H 15.799 16.377 9.263 -0.2 -0.2 -0.1
C 17.034 18.215 26.062 -0.2 1.4 0.3
C 16.913 16.723 25.934 -0.5 1.0 -0.4
C 18.272 16.130 25.667 -0.2 -1.0 -1.5
O 18.755 16.522 24.361 -1.3 1.9 1.4
C 19.821 15.812 23.878 0.7 -2.0 -0.2
N 16.318 16.135 27.111 0.3 -0.4 0.5
H 16.094 18.714 26.298 -0.6 -0.2 -0.6
H 17.453 18.669 25.164 0.1 0.1 0.1
H 17.573 18.551 26.948 0.9 -0.4 0.0
H 16.130 16.548 25.197 0.6 -0.3 -1.0
H 18.156 15.046 25.677 0.1 -0.4 0.0
H 18.934 16.373 26.498 0.4 0.4 -0.1
H 19.443 14.800 23.730 0.4 -0.6 0.0
H 20.699 15.763 24.521 0.0 0.2 0.3
H 20.182 16.105 22.892 -0.4 0.7 0.0
H 17.057 16.015 27.789 -0.1 0.0 0.6
H 15.694 16.857 27.441 -0.3 -0.3 0.6
C 25.116 14.956 18.277 0.9 -0.5 -0.2
C 24.959 14.244 19.611 -0.6 -0.9 -0.6
C 25.999 13.153 19.912 0.3 -1.0 -0.6
O 25.937 11.998 19.047 0.7 0.2 0.4
C 27.046 11.085 19.256 -1.0 0.6 -0.9
N 24.955 15.163 20.704 0.2 1.0 0.7
H 24.242 15.555 18.022 0.1 0.0 0.1
H 25.296 14.212 17.501 -0.3 -0.1 -0.1
H 26.022 15.562 18.254 0.0 0.4 0.2
H 23.949 13.841 19.538 0.0 -0.6 0.3
H 25.968 12.804 20.944 -0.7 0.0 0.3
H 26.998 13.586 19.876 0.4 0.4 -0.5
H 26.928 10.291 18.518 -0.3 -0.2 0.2
H 27.046 10.679 20.268 0.1 0.0 0.1
H 28.004 11.523 18.976 0.1 0.5 0.4
H 25.923 15.396 20.874 0.4 0.7 -0.1
H 24.754 14.680 21.568 -0.5 -0.3 0.2
C 22.010 13.162 23.277 0.4 0.1 0.4
C 23.169 12.162 23.123 -0.6 0.4 -0.7
C 24.488 12.569 23.783 0.2 0.2 0.1
O 25.046 13.837 23.267 -1.3 -0.9 0.8
C 26.224 14.330 23.909 0.0 -1.6 -0.3
N 22.711 10.841 23.561 0.2 0.4 0.9
H 21.039 12.724 23.049 0.2 -0.1 -0.6
H 22.230 14.028 22.652 -0.3 0.1 -0.1
H 21.865 13.514 24.299 0.4 0.0 0.2
H 23.373 12.080 22.056 0.2 0.4 -0.4
H 25.134 11.708 23.607 0.8 0.2 -0.4
H 24.377 12.539 24.867 -0.1 0.7 0.3
H 26.573 15.253 23.444 -0.4 0.0 -0.1
H 26.964 13.552 23.721 0.6 0.1 0.2
H 26.131 14.445 24.989 -0.3 0.2 0.0
H 22.016 10.519 22.903 0.0 -0.1 -0.1
H 23.444 10.153 23.654 0.1 0.0 -0.2
C 18.109 19.998 16.773 0.7 -0.8 -1.1
C 19.068 19.238 15.735 -0.6 1.9 1.3
C 20.354 20.032 15.581 0.5 0.2 -0.6
O 21.198 19.313 14.690 1.1 0.0 -1.3
C 21.131 19.713 13.318 -0.8 0.5 0.2
N 19.390 17.928 16.210 -0.3 -0.8 0.7
H 18.298 19.711 17.807 0.2 -0.3 -0.2
H 17.068 19.773 16.538 0.0 0.2 0.1
H 18.299 21.071 16.762 -0.2 0.1 -0.4
H 18.602 19.130 14.756 -0.2 0.3 -0.1
H 20.959 20.128 16.482 -0.4 -0.3 0.5
H 20.210 21.063 15.258 -0.3 0.1 -0.4
H 21.344 20.775 13.197 0.1 0.2 0.2
H 20.130 19.557 12.917 -0.3 -0.1 0.0
H 21.805 19.210 12.625 0.3 -0.5 0.8
H 20.223 17.615 15.733 0.1 -0.2 -0.3
H 19.691 18.100 17.159 0.3 -0.3 0.6
C 25.965 18.045 24.988 0.6 -0.5 -0.5
C 24.777 18.895 25.396 -0.4 -0.4 -0.1
C 23.470 18.026 25.631 1.2 0.2 1.3
O 23.099 17.037 24.690 0.4 0.1 -0.7
C 23.148 17.455 23.357 -1.0 1.2 -1.0
N 25.160 19.740 26.590 -0.3 -1.0 -0.7
H 26.865 18.651 24.890 0.2 0.1 0.5
H 25.931 17.586 24.000 -0.8 0.2 -0.2
H 26.154 17.169 25.609 0.0 0.3 0.6
H 24.612 19.612 24.591 -0.4 -0.2 -0.4
H 22.698 18.738 25.923 -0.6 0.0 -0.6
H 23.587 17.377 26.499 0.5 0.5 0.4
H 22.644 18.418 23.278 0.3 0.6 0.0
H 22.538 16.899 22.644 -0.1 -1.0 0.6
H 24.123 17.516 22.874 0.3 0.0 0.4
H 24.614 20.589 26.596 -0.5 0.0 0.1
H 26.068 20.083 26.310 0.4 0.0 0.3
C 10.273 18.561 22.959 0.6 1.6 0.2
C 11.399 18.795 21.914 -1.7 -1.8 -0.6
C 12.786 18.477 22.435 0.8 -0.8 0.4
O 13.833 18.453 21.427 -1.0 1.1 1.3
C 15.132 18.267 21.967 0.0 -0.4 -0.5
N 11.022 17.871 20.779 1.1 1.2 0.3
H 10.077 17.513 23.188 0.3 0.1 0.2
H 9.335 19.048 22.695 0.0 -0.4 -0.9
H 10.484 19.205 23.814 0.4 -0.7 0.8
H 11.320 19.832 21.588 0.2 0.0 -0.3
H 12.827 17.475 22.863 -0.5 -0.4 0.2
H 13.027 19.122 23.280 0.3 0.5 -0.1
H 15.389 18.907 22.811 -0.3 0.2 0.1
H 15.815 18.473 21.143 0.1 0.2 0.1
H 15.288 17.220 22.226 -0.1 -0.2 0.3
H 11.019 16.929 21.143 -0.3 -0.3 0.4
H 11.874 17.870 20.236 0.0 -0.1 -0.9
C 22.469 22.547 19.219 -1.4 0.6 -0.6
C 23.560 22.046 20.104 -0.5 -0.5 0.0
C 24.194 20.757 19.592 0.1 0.1 0.3
O 23.305 19.659 19.547 0.6 -0.6 0.3
C 24.023 18.407 19.410 -0.6 0.4 -0.1
N 24.577 23.061 20.336 0.5 -0.6 -0.4
H 21.638 21.847 19.127 0.1 -0.2 0.2
H 22.698 22.796 18.182 0.9 -0.3 -0.1
H 22.043 23.495 19.549 0.0 0.0 0.6
H 23.186 21.829 21.105 -0.5 -0.2 0.0
H 25.015 20.601 20.292 0.2 -0.7 0.2
H 24.669 20.918 18.624 0.0 0.1 -0.4
H 24.805 18.285 20.158 0.1 0.3 0.1
H 24.446 18.322 18.409 0.1 0.1 -0.1
H 23.340 17.570 19.556 -0.2 0.2 0.0
H 25.207 22.585 20.967 0.4 0.4 0.8
H 25.141 23.007 19.500 0.3 0.8 -0.6
C 12.836 19.572 18.354 0.9 1.6 -1.1
C 14.369 19.423 18.143 -1.5 -0.4 1.2
C 15.176 20.537 18.803 -1.0 0.6 -0.3
O 14.885 21.790 18.187 0.2 0.4 -0.3
C 15.528 22.864 18.859 -0.8 -0.2 0.1
N 14.565 18.130 18.782 1.6 -0.7 -0.7
H 12.491 20.451 17.811 -0.4 0.0 -0.1
H 12.625 19.784 19.402 0.0 -0.4 0.1
H 12.369 18.664 17.971 -0.1 0.2 0.3
H 14.627 19.381 17.085 -0.1 -0.2 -0.1
H 16.255 20.385 18.772 0.1 -0.4 0.2
H 14.777 20.608 19.815 0.5 -0.2 0.6
H 15.302 22.777 19.922 0.4 0.0 0.3
H 15.078 23.811 18.564 0.0 -0.1 -0.4
H 16.602 22.896 18.676 0.1 -0.1 0.1
H 14.404 18.119 19.779 -0.7 0.5 -0.4
H 15.541 17.880 18.709 0.3 -0.4 -0.3
C 11.328 17.042 13.093 0.5 -1.4 0.0
C 10.834 16.978 14.516 1.4 -0.2 1.0
C 11.999 16.817 15.514 1.2 -0.5 -0.6
O 12.625 15.578 15.322 0.1 -1.2 -0.6
C 13.409 15.112 16.407 -1.0 0.4 -0.3
N 10.146 18.183 14.878 -1.2 0.2 -0.2
H 10.556 16.800 12.363 -0.2 0.7 0.0
H 12.008 16.196 12.991 0.4 0.0 -0.1
H 11.913 17.939 12.893 -0.3 0.2 -0.2
H 10.272 16.056 14.667 -0.7 0.3 -0.1
H 11.745 16.932 16.568 -0.7 0.1 0.1
H 12.788 17.540 15.302 0.0 0.9 0.0
H 12.706 14.750 17.158 0.1 0.0 0.6
H 13.998 15.940 16.801 0.3 -0.2 0.2
H 14.000 14.254 16.085 0.1 0.2 -0.2
H 10.807 18.946 14.858 0.0 0.2 0.1
H 9.783 18.081 15.815 0.0 0.3 0.2
C 19.176 18.757 21.770 -0.5 0.1 0.2
C 19.081 19.460 20.397 1.3 -0.5 0.6
C 19.349 20.981 20.443 -0.3 -1.6 -1.9
O 18.253 21.730 20.801 -1.4 0.1 2.3
C 18.651 23.021 21.128 0.2 1.4 -0.7
N 20.071 18.819 19.467 -0.6 0.8 0.6
H 19.174 17.675 21.640 0.0 -0.1 -0.2
H 18.342 18.945 22.445 -0.2 0.3 -0.1
H 20.064 19.002 22.353 0.3 0.2 -0.3
H 18.139 19.151 19.945 -0.3 1.3 0.4
H 19.481 21.281 19.404 1.0 -0.1 -0.4
H 20.253 21.177 21.020 0.1 0.1 0.3
H 19.321 23.169 21.975 0.3 -0.8 0.3
H 17.839 23.718 21.336 -0.5 -0.5 -0.3
H 19.179 23.390 20.249 0.2 0.6 -0.1
H 19.990 17.848 19.731 0.3 -0.4 -0.5
H 21.010 19.066 19.744 0.4 0.4 0.0
C 21.826 11.667 18.643 -0.2 0.5 0.2
C 20.497 11.375 19.290 -1.1 -2.7 -1.8
C 19.711 10.349 18.334 -0.7 1.9 -1.0
O 18.434 9.960 18.816 0.1 -0.1 0.5
C 17.820 8.971 17.979 -0.3 0.5 1.4
N 20.626 10.621 20.492 0.0 0.0 2.0
H 21.683 12.282 17.755 0.2 0.1 0.0
H 22.310 10.735 18.348 0.0 0.0 0.0
H 22.469 12.170 19.365 0.1 0.1 -0.1
H 19.860 12.214 19.570 0.2 0.3 -0.6
H 20.315 9.469 18.111 0.4 -0.1 0.3
H 19.459 10.802 17.375 0.6 0.4 -0.5
H 17.497 9.356 17.012 0.7 0.0 -0.3
H 16.878 8.718 18.466 0.2 -0.1 0.2
H 18.459 8.088 17.982 0.0 -0.1 -0.6
H 21.016 9.702 20.337 0.4 -0.1 -0.3
H 19.655 10.419 20.685 -0.2 -0.3 0.9
C 14.482 13.892 23.565 0.9 -0.6 0.6
C 15.670 13.051 24.182 -0.9 -0.7 0.1
C 17.049 13.196 23.509 -0.6 1.2 0.4
O 16.983 12.733 22.206 0.5 0.6 -2.3
C 18.042 13.235 21.328 -0.2 -1.3 1.1
N 15.628 13.287 25.638 0.2 -0.5 -1.0
H 13.550 13.577 24.034 0.1 -0.2 0.1
H 14.327 13.841 22.487 0.4 0.0 0.0
H 14.609 14.924 23.894 0.1 0.3 -0.3
H 15.480 11.982 24.085 -0.6 -0.1 -0.2
H 17.878 12.657 23.967 -0.1 0.0 0.9
H 17.212 14.272 23.563 0.7 0.4 -0.3
H 18.248 14.300 21.434 -0.5 0.2 -0.1
H 17.852 12.885 20.313 -0.6 0.5 0.0
H 18.983 12.739 21.565 0.3 -0.2 0.5
H 15.848 14.235 25.905 0.2 0.1 0.2
H 16.248 12.613 26.064 0.1 0.3 0.4
C 16.570 15.144 18.043 0.3 -0.1 0.3
C 17.635 15.837 18.927 -0.6 -0.9 0.2
C 19.115 15.394 18.676 -0.5 0.4 -0.1
O 19.996 16.048 19.594 0.1 -1.0 0.8
C 21.203 15.347 19.860 0.2 -0.1 0.4
N 17.415 17.247 18.709 0.6 -0.2 -0.1
H 16.530 14.055 18.047 0.7 -0.2 -0.2
H 16.674 15.564 17.043 -0.1 -0.4 -0.2
H 15.566 15.375 18.401 0.1 0.6 0.1
H 17.343 15.650 19.960 0.4 -0.3 0.2
H 19.506 15.704 17.707 -0.6 -0.1 -0.5
H 19.188 14.307 18.728 0.1 -0.2 0.3
H 21.696 15.743 20.748 -0.3 0.4 0.1
H 21.973 15.405 19.091 -0.2 0.2 -0.6
H 21.035 14.291 20.074 -0.3 -0.2 -0.1
H 17.916 17.381 17.843 0.0 1.0 -0.4
H 17.872 17.773 19.441 0.1 -0.2 -0.3
C 14.458 8.772 17.048 -0.1 -0.7 0.8
C 13.562 10.002 17.113 1.9 0.3 0.9
C 14.188 11.094 18.002 -1.8 0.0 0.8
O 14.065 10.628 19.362 1.7 -0.1 0.1
C 15.165 11.129 20.178 -1.7 -0.5 0.0
N 13.356 10.473 15.780 -0.9 0.3 -1.0
H 15.288 8.843 16.346 -0.2 0.4 -0.4
H 13.823 7.937 16.751 0.3 -0.3 0.0
H 14.963 8.530 17.983 -0.5 -0.1 0.3
H 12.614 9.771 17.600 -0.1 -0.1 -0.2
H 13.534 11.965 17.990 0.0 0.3 -0.6
H 15.180 11.436 17.708 0.4 -0.4 0.1
H 16.099 10.736 19.779 0.3 0.7 0.0
H 15.062 10.781 21.206 -0.2 -0.5 -0.1
H 15.005 12.201 20.292 0.9 0.3 -0.5
H 12.743 9.800 15.343 -0.5 0.1 -0.3
H 14.197 10.338 15.237 0.4 0.3 0.1